# 1
C19H22ClN5O2 in the gas phase in a non-equilibrium geometry. Source: the OMol25 dataset; level of theory: wB97M-V/def2-TZVPD.

Each line ends with the Löwdin charge.
Element x y z (Å)
1 C -2.38833 -0.77842 0.60112  -0.0147
2 C -0.95482 -0.32684 0.71825  -0.2684
3 N 0.02366 -1.04492 1.11276  0.1040
4 N -0.10473 -2.33334 1.46353  0.0493
5 C 0.98611 -3.02017 1.91887  -0.3989
6 O 2.08842 -2.52847 2.03975  0.0811
7 C 0.69360 -4.42684 2.25642  -0.1259
8 C -0.46623 -5.20712 2.23331  -0.5479
9 Cl -2.06398 -4.77160 1.76859  0.7353
10 C -0.09022 -6.48160 2.68008  -0.3599
11 C -0.94259 -7.68596 2.84410  -0.0417
12 N 1.20600 -6.47471 2.95460  0.1324
13 N 1.66408 -5.26384 2.70509  -0.1426
14 C 3.05297 -4.97801 2.91923  -0.0097
15 C -0.61449 1.04814 0.34569  -0.1750
16 C 0.63434 1.56948 0.69958  -0.0106
17 C 0.98604 2.85415 0.35769  -0.0070
18 C 0.11085 3.66757 -0.36695  -0.2450
19 N 0.51546 4.97043 -0.66393  0.1344
20 C 0.32269 5.77666 -1.75241  -0.4376
21 O 0.78604 6.89787 -1.74330  0.0748
22 C -0.41021 5.20626 -2.94355  -0.2256
23 C 0.10301 3.86303 -3.50125  -0.1370
24 C 0.27610 4.51277 -4.88281  -0.1585
25 C -0.06071 5.88465 -4.28075  -0.1261
26 C -1.13992 3.16112 -0.70574  -0.0258
27 C -1.49234 1.87151 -0.35750  -0.0233
28 H -3.05716 0.02095 0.90920  0.0822
29 H -2.61571 -1.04525 -0.43114  0.0965
30 H -2.59050 -1.64376 1.22971  0.0554
31 H -1.00017 -2.81648 1.39744  0.0416
32 H -1.74863 -7.48698 3.54934  0.0788
33 H -1.38720 -7.96870 1.89062  0.0789
34 H -0.33550 -8.50581 3.21431  0.0785
35 H 3.16927 -4.18563 3.65840  0.0953
36 H 3.51719 -5.89672 3.27117  0.0916
37 H 3.52072 -4.64559 1.99278  0.0954
38 H 1.31525 0.93786 1.24631  0.1128
39 H 1.95192 3.24394 0.64583  0.1153
40 H 1.17224 5.37020 -0.00220  0.1552
41 H -1.48241 5.21680 -2.74356  0.1393
42 H -0.60165 3.03542 -3.45410  0.1033
43 H 1.04129 3.54372 -3.05130  0.1171
44 H 1.27023 4.42550 -5.31476  0.1012
45 H -0.45439 4.17079 -5.61295  0.1017
46 H -0.87661 6.42275 -4.75714  0.1077
47 H 0.79282 6.55239 -4.18840  0.1082
48 H -1.85491 3.78079 -1.22043  0.1081
49 H -2.46688 1.51201 -0.64961  0.1061

Forces on atoms 1 to 3 (eV/Å):
C 0.3 -0.1 0.1
C -0.2 -0.8 0.2
N 0.5 0.6 -0.1

Properties
Calculated total energy (eV): -44127.3267
Largest force on an atom (eV/A): 1.04
Gap between HOMO and LUMO (eV): 8.310
SMILES: C/C(=N\NC(=O)c1c(Cl)c(C)nn1C)c1ccc(NC(=O)C2CCC2)cc1
E_HOMO (eV): -8.182
Total charge: 0
E_LUMO (eV): 0.128
ΔE to the lowest compared entry with this formula, charge and spin (kJ/mol): 261.1

# 2
C19H22ClNO2 in the gas phase. Source: the OMol25 dataset; level of theory: wB97M-V/def2-TZVPD.

Each line ends with the Löwdin charge.
Element x y z (Å)
1 C 5.37157 1.47659 -0.21074  -0.0707
2 C 4.81059 0.28548 0.56340  -0.2650
3 O 3.93978 -0.52333 -0.20742  -0.1458
4 C 2.64336 -0.01232 -0.39793  -0.1866
5 C 1.71441 -0.30725 0.79524  -0.1007
6 N 0.36998 0.17039 0.52679  -0.0068
7 C 0.13308 1.49722 0.68477  -0.4340
8 O 0.96296 2.25921 1.14410  0.0903
9 C -1.21434 1.98937 0.24092  -0.1714
10 C -1.25158 2.93329 -0.78073  -0.0265
11 C -2.45312 3.44710 -1.23016  -0.0708
12 C -3.64008 3.03485 -0.64737  -0.0754
13 C -3.62155 2.12558 0.39419  -0.0957
14 C -2.41212 1.61284 0.83600  -0.5787
15 Cl -2.41547 0.52447 2.17219  0.8004
16 C -0.51539 -0.68931 -0.17753  -0.2035
17 C -0.85262 -0.37269 -1.48863  -0.0158
18 C -1.71426 -1.18498 -2.19759  -0.0636
19 C -2.22204 -2.32525 -1.60319  -0.0424
20 C -1.88180 -2.66450 -0.30168  -0.2275
21 C -2.44248 -3.90976 0.31436  -0.0440
22 C -1.02504 -1.83759 0.43249  -0.1898
23 C -0.68189 -2.19225 1.84797  -0.0715
24 H 5.82082 1.13620 -1.14035  0.0769
25 H 4.59013 2.19643 -0.44134  0.0652
26 H 6.12855 1.97428 0.38891  0.0735
27 H 4.31202 0.63666 1.47495  0.1149
28 H 5.62469 -0.38656 0.84831  0.1192
29 H 2.25250 -0.51652 -1.28794  0.1307
30 H 2.65831 1.06811 -0.58068  0.1171
31 H 2.08164 0.20777 1.68650  0.1264
32 H 1.69523 -1.38230 0.97127  0.1273
33 H -0.31899 3.25720 -1.21879  0.1249
34 H -2.46365 4.17106 -2.03044  0.1045
35 H -4.58274 3.43051 -0.99349  0.1054
36 H -4.53723 1.81453 0.87229  0.1041
37 H -0.43106 0.50963 -1.94569  0.1185
38 H -1.98020 -0.93460 -3.21322  0.1044
39 H -2.89105 -2.96549 -2.15949  0.1082
40 H -1.64441 -4.54936 0.68789  0.0845
41 H -3.09148 -3.66272 1.15429  0.0846
42 H -3.02389 -4.46856 -0.41417  0.0764
43 H -0.01241 -3.05312 1.87472  0.0928
44 H -0.20581 -1.36176 2.35981  0.0626
45 H -1.58290 -2.45855 2.39720  0.0733

Forces on atoms 1 to 3 (eV/Å):
C -0.3 -0.3 0.1
C 0.2 0.1 0.0
O 0.0 -0.2 0.0

Properties
Calculated total energy (eV): -38168.0841
Largest force on an atom (eV/A): 0.63
Gap between HOMO and LUMO (eV): 9.486
SMILES: CCOCCN(C(=O)c1ccccc1Cl)c1cccc(C)c1C
E_HOMO (eV): -8.742
Total charge: 0
E_LUMO (eV): 0.743
ΔE to the lowest compared entry with this formula, charge and spin (kJ/mol): 54.8

# 3
A molecular structure, C19H22ClNO4 in a non-equilibrium geometry. Source: the OMol25 dataset; level of theory: wB97M-V/def2-TZVPD.

Each line ends with the Löwdin charge.
Element x y z (Å)
1 C -1.91677 -3.32771 2.75328  -0.0603
2 C -2.67227 -2.11726 2.38901  -0.1382
3 H -3.65533 -2.11311 2.82803  0.1159
4 H -2.30445 -1.22531 2.74875  0.0935
5 O -2.96745 -2.16127 0.82541  -0.0466
6 C -3.56405 -0.92208 0.58579  -0.3733
7 O -3.92679 -0.06116 1.42804  0.0386
8 C -3.68778 -0.81260 -1.10156  -0.2018
9 C -3.87608 0.61878 -1.59774  -0.1073
10 C -2.47039 1.31372 -1.37199  -0.3147
11 N -1.50771 0.86626 -2.05304  -0.1687
12 C -1.33230 -0.55821 -1.61930  -0.1296
13 C -2.46526 -1.68144 -1.80032  -0.0470
14 H -2.29460 -2.41070 -1.25104  0.0004
15 H -2.72692 -1.59455 -2.87904  0.1321
16 H -0.47716 -1.15966 -1.93323  0.0947
17 H -0.92165 -0.77985 -0.39424  0.1973
18 C -0.27698 1.40208 -2.17123  -0.1996
19 C 0.58219 1.86755 -1.02238  -0.0053
20 C 0.05134 2.85829 -0.08572  0.0026
21 C 0.56427 3.08716 1.02630  -0.3352
22 O 0.17248 4.11303 1.97260  -0.0835
23 O 1.53943 2.32372 1.65433  0.1416
24 C 1.93481 1.22724 1.03186  -0.2794
25 C 2.98216 0.55086 1.19548  -0.0007
26 C 3.61779 -0.66815 0.75163  -0.2811
27 C 3.07946 -1.12780 -0.53779  -0.7279
28 C 2.12848 -0.01116 -1.15442  0.0199
29 C 1.43658 0.86489 -0.32220  -0.0872
30 H 1.81676 -0.44225 -2.05718  0.0658
31 Cl 3.75202 -2.14822 -1.48765  0.8803
32 C 4.56158 -1.56975 1.24986  -0.1385
33 H 5.53056 -1.46899 0.79397  0.0830
34 H 4.80141 -1.33691 2.36080  0.1132
35 H 4.23261 -2.64897 1.41575  0.1204
36 H 3.35583 0.83202 2.47134  0.2215
37 H -0.64143 3.51258 -0.71987  0.1626
38 H 0.40573 0.93700 -2.68058  0.0566
39 H -0.55400 2.43967 -2.70909  0.1867
40 H -2.74107 2.48032 -1.70974  0.1758
41 H -2.20153 1.40612 -0.13115  0.1873
42 H -4.73622 1.18652 -0.69977  0.2220
43 H -4.20709 0.51548 -2.52428  0.0456
44 H -4.63033 -1.54452 -1.15475  0.1651
45 H -1.94224 -3.38506 3.66816  -0.0208
46 H -2.28768 -4.28270 2.25502  0.1166
47 H -0.90980 -3.32416 2.24472  0.1074

Forces on atoms 1 to 3 (eV/Å):
C 1.3 -1.1 -11.4
C -2.5 -2.5 -2.5
H -0.6 -0.4 0.1

Properties
Calculated total energy (eV): -42246.7949
Largest force on an atom (eV/A): 18.36
Gap between HOMO and LUMO (eV): 6.849
E_HOMO (eV): -8.435
Total charge: 0
E_LUMO (eV): -1.586
ΔE to the lowest compared entry with this formula, charge and spin (kJ/mol): 1622.9